{
  "formula": "C85H183N9O13",
  "method": "the ωB97M-V functional and the def2-TZVPD basis",
  "species": ["C", "C", "C", "C", "C", "C", "C", "C", "C", "N", "O", "H", "H", "H", "H", "H", "H", "H", "H", "H", "H", "H", "H", "H", "H", "H", "H", "H", "H", "H", "C", "C", "C", "C", "C", "C", "C", "C", "C", "N", "O", "H", "H", "H", "H", "H", "H", "H", "H", "H", "H", "H", "H", "H", "H", "H", "H", "H", "H", "H", "C", "C", "C", "C", "C", "C", "C", "C", "C", "N", "O", "H", "H", "H", "H", "H", "H", "H", "H", "H", "H", "H", "H", "H", "H", "H", "H", "H", "H", "H", "C", "C", "C", "C", "C", "C", "C", "C", "C", "N", "O", "H", "H", "H", "H", "H", "H", "H", "H", "H", "H", "H", "H", "H", "H", "H", "H", "H", "H", "H", "C", "C", "C", "C", "C", "C", "C", "C", "C", "N", "O", "H", "H", "H", "H", "H", "H", "H", "H", "H", "H", "H", "H", "H", "H", "H", "H", "H", "H", "H", "C", "C", "C", "C", "C", "C", "C", "C", "C", "N", "O", "H", "H", "H", "H", "H", "H", "H", "H", "H", "H", "H", "H", "H", "H", "H", "H", "H", "H", "H", "C", "C", "C", "C", "C", "C", "C", "C", "C", "N", "O", "H", "H", "H", "H", "H", "H", "H", "H", "H", "H", "H", "H", "H", "H", "H", "H", "H", "H", "H", "C", "C", "C", "C", "C", "C", "C", "C", "C", "N", "O", "H", "H", "H", "H", "H", "H", "H", "H", "H", "H", "H", "H", "H", "H", "H", "H", "H", "H", "H", "C", "C", "C", "C", "C", "C", "C", "C", "C", "N", "O", "H", "H", "H", "H", "H", "H", "H", "H", "H", "H", "H", "H", "H", "H", "H", "H", "H", "H", "H", "O", "C", "C", "O", "H", "H", "H", "H", "H", "H", "O", "C", "C", "O", "H", "H", "H", "H", "H", "H"],
  "xyz": [[17.169672, -34.620996, -6.440315], [18.328651, -34.363292, -5.468632], [19.634244, -34.166659, -6.276813], [18.154782, -33.053122, -4.665399], [17.179193, -33.185611, -3.490844], [17.511315, -34.367816, -2.568591], [17.726104, -35.662217, -3.330792], [18.556558, -36.622878, -2.441995], [16.356923, -36.358994, -3.649941], [18.569433, -35.469867, -4.517411], [18.816572, -36.691338, -5.194147], [16.230630, -34.206874, -6.071840], [17.383688, -34.041164, -7.345142], [17.148173, -35.653856, -6.782638], [19.741092, -34.915038, -7.059384], [19.613174, -33.173255, -6.729484], [20.456066, -34.129337, -5.560158], [19.130014, -32.777962, -4.252136], [17.910052, -32.191041, -5.288659], [17.136261, -32.289918, -2.866130], [16.139893, -33.309146, -3.814078], [16.736211, -34.492492, -1.813035], [18.464212, -34.190571, -2.060963], [18.512897, -37.582653, -2.963402], [18.085931, -36.805053, -1.475592], [19.614175, -36.369948, -2.406849], [15.947763, -35.924986, -4.563527], [15.638600, -36.219059, -2.840856], [16.443529, -37.433145, -3.815324], [19.777703, -36.727457, -5.131539], [16.951005, -31.773049, 2.814862], [15.446464, -31.804041, 2.966989], [14.945705, -32.778917, 4.022557], [15.029470, -30.396383, 3.444521], [15.000185, -29.302550, 2.402473], [14.133457, -29.727153, 1.188345], [14.426648, -31.128837, 0.680468], [13.258375, -31.577705, -0.211018], [15.580853, -31.061871, -0.351927], [14.757631, -32.113758, 1.709290], [14.983907, -33.418117, 1.232205], [17.497877, -31.708310, 3.755326], [17.315077, -32.651273, 2.267351], [17.244965, -30.985993, 2.117623], [15.311355, -33.768488, 3.723011], [15.306557, -32.559194, 5.027357], [13.859915, -32.880018, 4.004132], [14.032912, -30.469818, 3.893684], [15.734758, -30.145831, 4.241968], [14.528790, -28.402906, 2.805933], [15.999274, -28.978057, 2.103567], [14.230016, -28.935156, 0.446110], [13.071352, -29.743056, 1.458008], [13.387720, -32.617787, -0.516653], [13.200126, -30.997227, -1.132044], [12.305216, -31.518818, 0.323157], [16.555511, -30.953070, 0.132709], [15.490945, -30.223566, -1.045853], [15.674666, -31.990150, -0.920299], [14.370672, -33.920246, 1.784564], [10.009907, -33.639375, 7.395758], [11.199629, -33.308658, 6.461636], [12.334489, -32.748941, 7.315408], [11.771126, -34.571014, 5.776896], [11.024963, -35.053476, 4.524706], [10.965802, -33.845204, 3.564321], [10.313910, -32.593854, 4.148881], [10.647266, -31.423094, 3.228465], [8.810827, -32.791580, 4.222817], [10.927219, -32.263068, 5.469110], [10.347460, -31.111896, 6.025367], [9.207167, -34.057139, 6.779734], [10.182058, -34.352746, 8.199891], [9.583967, -32.726389, 7.813214], [13.199371, -32.620159, 6.653202], [12.131758, -31.739162, 7.671435], [12.666365, -33.428689, 8.101467], [12.832868, -34.458741, 5.559536], [11.622912, -35.381950, 6.495657], [11.574892, -35.885000, 4.087521], [10.046088, -35.379485, 4.882419], [10.491794, -34.155892, 2.629320], [12.014818, -33.684106, 3.293808], [10.335106, -31.645377, 2.204560], [11.685832, -31.087818, 3.156401], [10.129172, -30.510433, 3.538550], [8.556993, -33.643121, 4.856885], [8.352552, -32.854863, 3.238524], [8.393817, -31.973649, 4.818615], [10.999247, -30.418146, 5.877908], [10.749306, -38.308488, 2.135510], [11.989164, -39.223271, 2.041832], [11.810505, -40.328253, 3.077861], [11.911408, -39.961276, 0.681805], [12.431197, -39.054044, -0.450758], [13.752730, -38.464742, -0.143216], [13.818857, -37.638465, 1.145663], [15.288726, -37.336437, 1.296354], [13.015701, -36.330696, 0.895751], [13.292204, -38.512042, 2.188843], [13.442729, -37.992762, 3.493606], [10.737360, -37.720114, 1.219338], [9.832616, -38.882430, 2.256120], [10.859279, -37.673803, 3.016012], [11.130480, -41.127279, 2.782733], [12.748462, -40.899233, 3.135059], [11.609994, -39.987645, 4.093618], [12.361711, -40.956790, 0.710991], [10.857971, -40.208580, 0.526541], [12.385070, -39.508926, -1.442794], [11.703063, -38.240735, -0.577832], [13.913216, -37.783645, -0.984032], [14.381734, -39.359377, -0.123916], [15.836946, -38.272518, 1.449280], [15.525989, -36.785931, 2.212832], [15.743847, -36.859631, 0.430906], [12.756541, -35.873268, 1.856344], [12.112838, -36.368763, 0.289296], [13.702897, -35.628500, 0.414424], [14.147127, -38.523125, 3.880589], [21.038690, -25.788050, 3.421958], [20.137178, -24.644351, 3.953267], [20.574318, -24.165824, 5.388861], [20.415617, -23.426522, 3.073390], [19.641799, -23.444592, 1.756685], [18.135524, -23.556543, 2.078509], [17.751907, -24.741426, 2.979365], [16.400742, -24.460828, 3.618180], [17.546401, -26.032557, 2.132074], [18.721354, -24.927940, 4.096880], [18.458392, -26.108600, 4.782824], [20.691606, -26.025747, 2.410490], [22.089253, -25.535438, 3.300876], [20.898735, -26.687012, 4.025951], [20.057579, -23.243804, 5.650680], [20.327034, -24.943362, 6.110016], [21.640320, -23.929611, 5.434382], [19.916216, -22.585422, 3.573724], [21.455890, -23.142024, 2.932450], [19.730535, -22.542406, 1.147247], [20.029578, -24.232359, 1.102762], [17.735445, -23.779463, 1.084463], [17.699450, -22.623402, 2.429152], [16.482822, -23.517158, 4.163922], [16.152214, -25.219535, 4.364075], [15.536885, -24.423143, 2.954185], [16.734419, -25.820226, 1.436311], [17.212770, -26.833170, 2.791203], [18.432543, -26.304635, 1.555963], [18.776572, -26.871390, 4.265388], [13.309660, -26.119432, -3.348925], [14.286308, -26.970756, -4.172925], [15.565565, -26.169486, -4.419759], [14.594264, -28.251532, -3.389918], [15.279586, -29.349002, -4.224269], [14.359460, -29.721532, -5.363680], [13.899828, -28.543436, -6.271878], [14.874718, -28.281639, -7.447706], [12.541977, -29.009661, -6.832933], [13.655979, -27.346675, -5.455059], [13.417954, -26.203931, -6.265913], [12.310510, -26.522922, -3.180391], [13.758818, -25.974273, -2.364394], [13.203550, -25.165844, -3.868957], [16.042360, -25.886170, -3.476352], [16.305478, -26.669061, -5.042520], [15.306639, -25.209869, -4.871964], [15.219326, -28.060161, -2.516566], [13.620237, -28.653771, -3.093109], [16.272573, -29.123785, -4.624676], [15.477114, -30.133832, -3.487588], [13.462918, -30.203936, -4.970812], [14.978964, -30.402373, -5.954538], [14.474568, -27.504785, -8.098455], [14.896978, -29.134984, -8.129361], [15.851928, -28.043784, -7.032184], [12.639735, -30.028345, -7.218058], [12.138859, -28.440932, -7.675008], [11.782660, -28.992396, -6.050232], [12.462501, -26.106342, -6.170961], [15.720403, -35.831071, 6.384208], [17.083012, -35.214615, 6.765086], [17.857009, -34.742891, 5.517739], [16.835182, -34.000325, 7.643579], [16.574136, -34.161139, 9.122663], [17.652484, -35.075159, 9.712388], [17.828097, -36.396685, 8.913755], [19.142051, -37.024245, 9.427895], [16.710313, -37.389572, 9.317871], [17.969969, -36.159904, 7.487103], [18.187298, -37.332597, 6.730792], [15.250407, -36.276977, 7.258121], [15.157561, -34.999675, 5.957542], [15.815938, -36.563638, 5.578799], [17.918769, -35.537813, 4.780449], [17.413871, -33.813438, 5.149056], [18.842340, -34.374905, 5.811276], [17.780982, -33.442315, 7.605811], [16.024877, -33.412077, 7.204503], [16.443715, -33.199991, 9.621812], [15.571111, -34.598697, 9.229395], [17.286544, -35.335506, 10.708866], [18.599246, -34.553408, 9.852541], [19.177501, -38.113953, 9.341147], [19.284787, -36.881240, 10.502580], [20.025266, -36.647185, 8.911898], [16.754127, -38.211973, 8.600675], [15.753385, -36.866570, 9.324433], [16.874525, -37.845663, 10.292748], [17.312064, -37.754231, 6.712875], [11.881020, -32.790602, -5.798434], [12.267959, -34.145395, -5.231727], [13.047562, -34.983803, -6.246340], [13.141603, -33.837460, -4.004061], [13.022805, -34.718092, -2.738433], [12.519889, -36.126780, -3.155259], [11.246662, -36.105829, -4.020955], [11.214956, -37.371304, -4.899143], [10.016451, -36.189340, -3.122424], [11.070450, -34.904385, -4.824377], [10.063604, -34.966400, -5.805908], [11.247191, -32.835390, -6.685527], [11.409938, -32.133749, -5.057748], [12.712395, -32.122153, -6.042396], [13.616681, -35.796151, -5.793293], [12.423006, -35.395869, -7.038820], [13.795800, -34.335795, -6.717644], [14.136772, -34.079683, -4.407625], [13.334490, -32.781919, -3.793621], [13.973480, -34.781736, -2.199290], [12.412583, -34.269375, -1.948300], [12.338360, -36.549407, -2.165528], [13.299547, -36.690306, -3.668140], [11.453865, -38.229455, -4.265746], [11.958754, -37.371022, -5.696530], [10.241281, -37.480219, -5.372619], [9.870592, -35.269829, -2.543952], [10.094538, -36.954711, -2.342238], [9.071708, -36.365511, -3.637740], [9.517871, -34.212923, -5.557161], [9.764945, -29.640371, -3.776411], [9.653147, -30.056620, -2.298235], [10.270195, -31.458198, -2.215127], [10.422874, -28.988442, -1.527865], [10.179037, -29.088400, -0.002470], [8.692767, -28.994120, 0.324118], [7.854467, -30.035872, -0.469938], [7.977669, -31.406080, 0.286668], [6.395298, -29.562613, -0.379930], [8.249765, -30.032973, -1.871786], [7.378868, -30.786629, -2.689696], [9.457191, -28.601721, -3.913479], [10.817961, -29.664587, -4.065108], [9.177533, -30.277865, -4.436019], [11.246102, -31.373429, -2.711238], [10.568007, -31.698979, -1.193506], [9.804460, -32.272693, -2.769650], [11.484433, -29.217334, -1.665271], [10.244498, -27.966411, -1.856575], [10.527996, -30.077384, 0.311146], [10.812992, -28.354986, 0.497164], [8.325687, -27.985448, 0.113207], [8.524609, -29.115967, 1.395097], [8.804205, -32.047486, -0.008549], [7.037556, -31.929266, 0.090785], [7.992277, -31.165118, 1.347678], [6.020389, -29.654230, 0.642202], [5.719316, -30.219927, -0.934236], [6.215794, -28.577661, -0.806640], [7.650661, -31.702212, -2.503024], [17.645313, -29.227575, 6.212539], [17.722330, -30.148240, 7.290456], [18.218830, -29.499524, 8.556526], [18.412690, -30.431031, 9.621091], [16.805819, -28.758386, 6.194834], [16.795070, -30.707797, 7.478252], [18.410530, -30.911341, 6.916416], [17.555999, -28.722325, 8.940407], [19.235470, -29.201635, 8.287526], [17.582438, -30.566059, 10.086422], [20.187606, -28.858612, 5.174584], [20.345051, -29.980030, 4.292711], [21.792667, -30.451462, 4.321120], [22.593851, -29.469868, 3.685432], [19.302123, -28.921848, 5.570514], [19.677908, -30.816039, 4.529648], [20.070325, -29.609799, 3.302532], [21.785721, -31.438553, 3.845828], [22.212383, -30.713236, 5.298957], [22.438483, -28.665284, 4.195917]],
  "forces_ev_per_a": [[0.458, 0.932, -0.524], [0.294, 0.036, -0.241], [-0.514, 0.294, 0.417], [-0.055, -0.288, 0.973], [-0.514, -0.190, 0.400], [0.836, 0.585, -0.835], [-0.271, -1.847, 0.215], [-0.808, -0.878, -0.835], [0.349, 0.432, -0.228], [0.225, 1.500, 0.528], [-0.141, 0.333, -0.031], [-0.202, -0.564, 0.116], [-0.076, 0.059, -0.007], [-0.335, -0.105, 0.377], [0.269, -0.073, 0.105], [-0.120, -0.086, -0.251], [0.197, -0.401, -0.205], [0.101, -0.220, 0.104], [-0.310, -0.298, -0.352], [0.264, 0.194, -0.199], [0.039, -0.053, -0.359], [0.029, -0.107, 0.037], [-0.087, 0.344, 0.133], [0.149, -0.102, 0.188], [0.204, 0.335, 0.187], [-0.102, 0.436, 0.396], [-0.211, 0.003, 0.103], [0.043, 0.074, 0.061], [0.245, 0.035, -0.059], [-0.060, -0.330, -0.132], [0.790, -0.882, -1.011], [-0.486, 1.091, -0.227], [0.461, -1.096, -0.635], [-0.336, -0.085, 0.242], [-0.592, 0.033, -0.610], [0.044, 0.026, 1.539], [1.354, -0.423, -2.677], [-0.518, -0.673, 0.692], [1.144, 0.028, 0.218], [-1.637, 1.182, 1.071], [0.208, 0.236, 0.089], [-0.082, 0.182, 0.036], [-0.168, -0.285, 0.386], [-0.007, 0.432, 0.482], [0.169, -0.086, 0.423], [0.003, 0.091, -0.021], [-0.040, 0.504, 0.158], [-0.022, -0.008, 0.004], [-0.107, 0.059, 0.102], [0.091, -0.004, 0.217], [0.068, -0.266, -0.191], [0.057, -0.442, -0.504], [0.050, 0.238, 0.406], [0.092, 0.004, 0.048], [0.036, 0.258, 0.144], [-0.019, 0.067, -0.021], [-0.055, 0.157, 0.093], [-0.236, -0.065, -0.047], [-0.254, 0.001, -0.026], [-0.010, -0.274, -0.369], [-0.869, 0.176, -1.092], [0.332, 0.121, 0.939], [0.932, 0.280, -0.503], [-0.866, -0.654, 0.051], [0.027, 1.489, 0.592], [0.535, -1.377, 0.140], [0.700, 0.216, 0.131], [-0.412, 0.846, -0.496], [-0.262, 0.365, 1.122], [0.712, -1.015, -1.259], [-0.399, 0.012, 0.273], [-0.038, -0.140, 0.142], [0.507, 0.056, -0.061], [0.222, 0.050, 0.104], [0.014, -0.043, 0.003], [-0.298, -0.227, 0.463], [-0.316, 0.104, 0.221], [0.027, 0.106, 0.042], [0.572, 0.089, 0.261], [-0.146, -0.075, -0.061], [-0.159, -0.151, -0.488], [-0.313, 0.345, 0.003], [-0.014, 0.478, -0.010], [-0.125, -0.020, 0.032], [0.271, -0.711, 0.324], [-0.336, -0.162, -0.033], [0.054, -0.373, -0.522], [-0.095, -0.047, 0.047], [-0.120, 0.279, -0.509], [0.020, -0.061, 0.005], [0.908, 0.297, 0.066], [-0.924, -0.476, -0.248], [1.672, -0.636, 0.624], [0.070, 0.527, -0.537], [-2.361, -0.126, 0.216], [-0.263, -0.325, -0.657], [-1.278, -0.250, -1.378], [0.874, -0.485, 1.589], [0.844, 0.595, 0.717], [0.228, -1.478, -0.033], [-0.309, 0.563, 0.007], [-0.515, 0.259, 0.226], [0.019, -0.087, -0.185], [-0.104, 0.187, -0.128], [-0.589, 0.543, -0.128], [0.149, 0.248, 0.104], [-0.260, 0.132, -0.113], [0.673, 0.260, 0.064], [-0.081, 0.241, -0.065], [0.365, -0.409, 0.145], [-0.094, -0.020, 0.157], [0.934, -0.159, 0.051], [0.895, 0.627, 0.065], [-0.148, -0.123, -0.202], [-0.178, 0.436, -0.221], [-0.325, 0.233, -0.040], [-0.100, -0.038, 0.016], [0.030, -0.391, 0.040], [-0.127, 0.059, -0.171], [-0.036, -0.041, -0.049], [-1.308, -0.376, -0.216], [2.276, 0.824, 1.115], [0.193, -0.646, -0.558], [-2.028, 1.460, -0.603], [-0.086, -0.130, 0.293], [0.784, -1.223, -1.140], [-0.152, -0.848, -0.297], [-0.236, 0.301, 1.047], [0.205, 0.733, 0.132], [-0.798, 0.891, -1.305], [0.119, -0.484, 0.443], [0.022, -0.155, -0.004], [0.011, 0.206, 0.452], [0.335, -0.030, 0.038], [-0.267, -0.129, -0.065], [0.113, 0.053, 0.126], [0.073, -0.270, -0.066], [0.451, 0.143, 0.294], [0.184, -0.528, 0.308], [0.426, 0.199, 0.316], [-0.450, -0.281, 0.034], [-0.710, 0.230, 0.209], [0.265, 0.098, 0.156], [-0.202, 0.015, -0.043], [0.193, -0.074, -0.035], [0.288, 0.141, -0.409], [0.019, -0.137, -0.104], [0.148, -0.184, -0.163], [0.015, -0.169, 0.091], [0.141, 0.237, 0.019], [0.428, 0.333, -0.231], [0.421, -0.513, -0.461], [0.020, 0.816, 0.445], [0.341, -0.270, -0.877], [-0.311, 0.771, 0.788], [0.749, 0.045, -0.048], [-0.118, -0.099, -0.203], [-0.694, -0.267, 0.295], [-0.150, -0.112, -0.441], [-0.596, -0.306, 0.646], [-0.198, -0.285, 0.267], [0.116, -0.438, -0.295], [-0.008, 0.299, -0.012], [-0.082, 0.153, 0.314], [0.034, -0.257, 0.077], [-0.126, -0.161, -0.024], [0.036, -0.155, -0.302], [-0.289, 0.384, 0.141], [0.088, -0.151, 0.348], [-0.059, 0.594, 0.146], [-0.232, -0.549, -0.486], [0.092, -0.225, -0.037], [-0.750, -0.317, -0.414], [0.259, 0.446, 0.405], [0.340, -0.335, 0.397], [0.185, 0.081, -0.416], [-0.017, -0.061, 0.108], [0.310, 0.354, 0.082], [0.089, -0.122, 0.077], [0.080, 0.234, -0.208], [0.724, 0.330, -0.462], [0.113, -0.941, 0.300], [-0.265, 0.595, 0.642], [0.912, 1.262, 0.172], [-0.667, -1.137, -0.474], [-1.001, 0.196, 0.020], [0.630, -0.669, 1.571], [0.458, -0.551, 0.120], [0.105, 0.421, -0.592], [0.291, 1.282, -0.259], [-0.573, 0.179, 0.473], [-0.322, 0.118, -0.111], [-0.463, -0.225, 0.176], [-0.001, -0.150, 0.126], [0.084, 0.205, -0.215], [-0.486, -0.401, -0.471], [0.192, -0.608, 0.120], [-0.209, 0.357, -0.251], [0.234, 0.133, -0.212], [0.552, 0.103, -0.025], [0.154, -0.344, 0.205], [0.389, -0.292, 0.093], [0.065, 0.045, -0.308], [-0.219, 0.029, -0.430], [-0.215, 0.381, -0.023], [-0.134, 0.221, -0.037], [-0.473, -0.059, 0.033], [-0.203, -0.395, -0.100], [0.122, 0.250, 0.105], [0.198, -0.289, -0.210], [-0.452, 1.025, -0.290], [-0.648, -0.424, -0.010], [0.799, 0.599, -0.584], [2.232, -0.757, 0.267], [-0.362, 0.245, -0.828], [0.304, 1.607, 0.710], [-1.319, -1.164, -0.489], [0.402, -0.191, 0.020], [-0.543, 0.206, 1.291], [0.941, 2.083, 1.654], [0.338, -0.379, -0.021], [-0.003, -0.131, 0.027], [-0.555, -0.553, 0.182], [0.521, -0.733, -0.281], [-0.185, -0.043, 0.185], [-0.182, 0.105, 0.078], [0.010, -0.104, -0.120], [0.116, -0.122, 0.202], [-0.937, 0.162, 0.165], [0.266, -0.163, -0.451], [-0.665, -0.063, -0.404], [-0.337, -0.856, -0.423], [0.141, 0.075, 0.089], [-0.307, -0.124, -0.055], [0.083, 0.190, 0.068], [-0.027, -0.143, 0.118], [0.214, 0.172, -0.206], [0.168, -0.286, -0.311], [0.194, -0.008, -0.336], [-0.200, -0.138, -0.134], [-0.222, 0.329, 0.022], [-0.873, -0.145, -1.191], [1.850, 0.572, 0.268], [0.504, -0.880, 1.624], [-0.069, -0.458, -0.669], [0.335, 0.476, -0.503], [0.153, 0.215, 0.856], [-1.045, 0.540, -0.632], [-0.626, -0.916, -0.197], [-0.184, 1.657, -0.152], [0.890, -0.523, 0.549], [-0.283, -0.080, 0.028], [0.006, -0.201, -0.032], [0.075, -0.022, -0.009], [0.020, -0.070, -0.044], [-0.498, -0.476, 0.008], [-0.547, 0.081, 0.326], [0.070, 0.237, -0.255], [-0.306, -0.107, -0.310], [0.123, 0.038, 0.158], [-0.232, 0.091, 0.217], [0.035, -0.007, -0.301], [-0.059, -0.252, -0.012], [0.143, 0.164, 0.095], [0.164, -0.364, 0.089], [0.170, -0.344, 0.083], [0.255, 0.438, 0.142], [0.281, -0.143, -0.154], [0.344, 0.182, 0.266], [-0.369, -0.119, -0.280], [-0.383, 0.107, -0.086], [-0.563, -1.038, -0.280], [0.825, -0.632, 0.409], [-0.056, -0.328, -0.203], [0.076, 0.096, 0.135], [-0.222, 0.345, -0.226], [0.238, 0.042, 0.457], [0.251, 0.456, -0.559], [-0.220, 0.852, 0.421], [-0.023, -0.006, -0.052], [-0.141, -0.411, 0.095], [0.111, 0.238, 0.675], [-0.665, -0.207, -0.194], [0.232, -0.396, -0.020], [0.108, 0.235, -0.047], [-0.080, 0.127, 0.274], [0.309, -0.409, -0.321], [0.507, 0.421, -0.858], [-0.507, 0.510, 0.369], [0.105, 0.023, -0.102]],
  "fmax_ha_per_bohr": 0.05892,
  "total_energy_ev": -131128.5016,
  "homo_energy_ev": -8.081,
  "smiles": "CC1(C)CCCC(C)(C)N1O.CC1(C)CCCC(C)(C)N1O.CC1(C)CCCC(C)(C)N1O.CC1(C)CCCC(C)(C)N1O.CC1(C)CCCC(C)(C)N1O.CC1(C)CCCC(C)(C)N1O.CC1(C)CCCC(C)(C)N1O.CC1(C)CCCC(C)(C)N1O.CC1(C)CCCC(C)(C)N1O.OCCO.OCCO",
  "orbital_gap_ha": 0.2980,
  "e_above_lowest_kj_mol": 286.2
}